Arrangement i

Formula: C5H14N2
Source: the Open Molecules 2025 dataset
Level of theory: ωB97M-V/def2-TZVPD

Geometry as XYZ:
```
21
C5H14N2 (ωB97M-V/def2-TZVPD)
N -2.34389 0.22743 1.44196
N 1.60993 -0.71504 0.16637
C -0.03605 0.92984 0.86742
C 0.26109 -0.22847 -0.05551
C 2.12232 -1.76324 -0.67082
C 0.03200 0.08700 -1.52907
C -1.53208 1.29325 0.82349
H 0.23574 0.81720 1.91945
H -1.61749 2.25307 1.37956
H -2.40415 0.48564 2.41950
H 2.30882 0.00976 0.24443
H -0.47709 -1.02383 0.13824
H -1.80931 1.63275 -0.17978
H 2.84085 -2.46281 -0.20718
H 2.47881 -1.43274 -1.64651
H -3.25897 0.17926 1.01892
H 0.57392 1.81231 0.58386
H -1.01700 0.31358 -1.79477
H 1.32554 -2.51898 -0.85841
H 0.66909 0.89051 -1.88247
H 0.03793 -0.78649 -2.17866
```

Values from the calculation:
charge	0
structure (SMILES)	CN[C@H](C)CCN
gap between HOMO and LUMO	9.37	eV
HOMO energy	-0.30464	Eh
LUMO energy	0.03971	hartree
2S+1	1

Arrangement ii

Formula: C5H14N2
Source: the Open Molecules 2025 dataset
Level of theory: ωB97M-V/def2-TZVPD

Geometry as XYZ:
```
21
C5H14N2 (ωB97M-V/def2-TZVPD)
N -1.05935 1.37558 2.11689
N 2.03140 -2.07930 -1.14673
C 0.84596 -1.76007 -0.31090
C -0.29781 1.03710 0.85906
C -0.10582 -0.78014 -0.96324
C -0.01078 2.33491 0.09907
C -0.96567 -0.03549 0.03985
H 0.56822 0.52233 1.30194
H -1.77275 0.40748 -0.56912
H -0.64320 3.13721 0.46006
H -1.55761 0.56386 2.45040
H 1.65955 -2.35310 -2.06234
H -0.68125 -1.32617 -1.72661
H -1.54443 -0.80255 0.57538
H 0.29965 -2.69616 -0.13917
H -1.66981 2.12396 1.81445
H 0.42492 -0.06606 -1.60439
H 1.04070 2.57777 -0.03675
H 2.53495 -2.91766 -0.86170
H 1.27253 -1.41471 0.63136
H -0.36940 2.15119 -0.92750
```

Values from the calculation:
charge	0
structure (SMILES)	C[C@@H](N)CCCN
gap between HOMO and LUMO	10.26	eV
HOMO energy	-0.33649	Eh
LUMO energy	0.04052	hartree
2S+1	1

Arrangement iii

Formula: C5H14N2
Source: the Open Molecules 2025 dataset
Level of theory: ωB97M-V/def2-TZVPD

Geometry as XYZ:
```
21
C5H14N2 (ωB97M-V/def2-TZVPD)
N -1.04692 0.44186 -1.30708
N 1.05843 1.66939 -0.04406
C 1.35686 -1.02345 -1.26170
C -0.61413 1.01758 1.85882
C 0.59724 0.39718 0.45866
C -1.12391 -1.49329 0.16083
C -0.37513 -0.29707 -0.36430
H -1.30316 -2.20768 -0.64714
H 1.24134 -0.20138 1.08979
H -1.05897 1.45034 -1.20822
H 1.52720 1.59224 -0.94336
H 1.31105 -2.07860 -0.98680
H 0.05124 1.47268 2.59631
H -1.13746 0.19843 2.35403
H -1.31675 1.75080 1.46146
H 1.71269 2.10214 0.60030
H -0.55709 -1.98980 0.94800
H -2.09555 -1.19803 0.56490
H 1.13573 -0.90427 -2.32410
H 2.38865 -0.68911 -1.13527
H -1.75135 -0.00995 -1.87105
```

Values from the calculation:
charge	0
gap between HOMO and LUMO	8.12	eV
HOMO energy	-0.26105	Eh
LUMO energy	0.03731	hartree
2S+1	1

arrangement ii wins, 0.0067 hartree ahead of the next structure.

Arrangement i

Formula: C5H14N2
Source: the Open Molecules 2025 dataset
Level of theory: ωB97M-V/def2-TZVPD

Geometry as XYZ:
```
21
C5H14N2 (ωB97M-V/def2-TZVPD)
N 2.92612 -0.23908 1.34342
N -2.32108 -0.26064 -0.79481
C 0.00309 0.12149 0.60545
C 0.76273 1.74796 -1.16934
C -2.74752 -1.25169 0.17784
C 1.13143 0.64650 -0.19278
C 0.45590 -0.73461 -0.57372
H 0.56070 2.63868 -0.57899
H -0.91046 0.68574 0.80392
H -2.07307 -2.11092 0.12321
H 0.97254 -1.61774 -0.23362
H 0.30660 -0.40054 1.51433
H -0.13888 1.50070 -1.73109
H -3.77863 -1.53462 -0.06499
H 2.17410 0.52886 0.54539
H 1.51719 1.86868 -1.94794
H -3.09483 0.41577 -0.82752
H 3.86161 -0.52005 1.03022
H -0.12894 -0.80312 -1.47522
H -2.69872 -0.84911 1.20381
H 3.22010 0.16776 2.24244
```

Values from the calculation:
charge	0
gap between HOMO and LUMO	4.01	eV
HOMO energy	-0.25242	Eh
LUMO energy	-0.10521	hartree
2S+1	1

Arrangement ii

Formula: C5H14N2
Source: the Open Molecules 2025 dataset
Level of theory: ωB97M-V/def2-TZVPD

Geometry as XYZ:
```
21
C5H14N2 (ωB97M-V/def2-TZVPD)
N -0.45425 1.04616 -0.09753
N -1.88990 0.88277 0.49144
C 0.24382 -0.05023 0.53499
C 2.81431 -0.69789 0.04785
C -2.93340 0.89177 -0.52685
C -0.12064 -1.42357 -0.01747
C 1.79462 0.41249 0.22908
H 2.72174 -1.46397 0.82332
H 2.06509 0.99838 1.11625
H 0.15179 -0.03287 1.62583
H 2.70430 -1.17282 -0.93203
H 3.83319 -0.29929 0.09914
H -0.06449 -1.44676 -1.10978
H -2.04949 1.64239 1.15685
H -1.12905 -1.72062 0.28504
H -2.84270 0.01524 -1.17771
H -0.46967 0.87983 -1.10699
H 0.54709 -2.19550 0.37797
H -3.92222 0.83960 -0.05574
H -2.90355 1.79558 -1.14685
H 1.90340 1.09931 -0.61680
```

Values from the calculation:
charge	0
structure (SMILES)	CC[C@H](C)NNC
gap between HOMO and LUMO	9.53	eV
HOMO energy	-0.30789	Eh
LUMO energy	0.04251	hartree
2S+1	1

arrangement ii wins, 0.2581 hartree ahead of the next structure.

Arrangement i

Formula: C5H14N2
Source: the Open Molecules 2025 dataset
Level of theory: ωB97M-V/def2-TZVPD

Geometry as XYZ:
```
21
C5H14N2 (ωB97M-V/def2-TZVPD)
N -1.70777 -0.59597 1.15843
N 1.29070 -0.52820 2.31882
C 0.96613 -0.18046 -1.75608
C -0.38863 0.02405 -1.05949
C 0.73968 0.00664 1.08713
C -0.73947 1.58582 -0.90513
C -0.41646 -0.59317 0.40424
H 0.58851 1.09526 1.26996
H -1.07083 -0.55819 -1.72142
H 1.59613 -0.09764 0.56651
H 1.24534 0.66716 -2.36247
H 0.92258 -1.03021 -2.44698
H 1.88162 -0.35944 -1.17920
H 1.55091 -1.52192 2.24163
H -2.34515 -0.11606 0.46575
H -0.97539 1.95549 -1.94405
H -0.21803 -1.69582 0.29111
H -1.67736 1.80619 -0.29839
H 0.78731 -0.49681 3.20120
H 0.15599 2.15475 -0.54713
H -2.18581 -1.52147 1.21558
```

Values from the calculation:
charge	0
structure (SMILES)	CC(C)[C@H](N)CN
gap between HOMO and LUMO	9.81	eV
HOMO energy	-0.32233	Eh
LUMO energy	0.03835	hartree
2S+1	1

Arrangement ii

Formula: C5H14N2
Source: the Open Molecules 2025 dataset
Level of theory: ωB97M-V/def2-TZVPD

Geometry as XYZ:
```
21
C5H14N2 (ωB97M-V/def2-TZVPD)
N 2.16098 -0.53919 1.23971
N 1.78148 -2.52907 -0.29539
C 2.68759 -1.69746 0.49807
C -0.51509 0.78649 -1.23417
C -1.15735 1.28018 1.14861
C -1.49362 1.17914 -0.14365
C -2.91346 1.46517 -0.60672
H -0.86442 -0.11419 -1.75608
H -1.87942 1.55941 1.93454
H -3.56355 1.77236 0.23559
H 1.38991 -0.85180 1.84777
H 0.47718 0.61334 -0.83461
H 3.48157 -1.33799 -0.16516
H -0.48203 1.57176 -2.01578
H 1.31312 -1.98697 -0.98774
H -3.36221 0.56882 -1.05505
H 3.15049 -2.37289 1.23957
H -0.10680 1.10279 1.47544
H 1.04024 -2.92858 0.26602
H 1.77483 0.16183 0.56817
H -2.91945 2.29687 -1.35913
```

Values from the calculation:
charge	0
structure (SMILES)	C=C(C)C.NCN
gap between HOMO and LUMO	10.01	eV
HOMO energy	-0.33516	Eh
LUMO energy	0.03255	hartree
2S+1	1

arrangement ii wins, 0.0222 hartree ahead of the next structure.

Arrangement i

Formula: C8H12
Source: the Open Molecules 2025 dataset
Level of theory: ωB97M-V/def2-TZVPD

Geometry as XYZ:
```
20
C8H12 (ωB97M-V/def2-TZVPD)
C 0.69597 -0.24020 -1.79345
C 0.55265 1.15190 1.19673
C 1.65202 0.20941 -2.59256
C 0.00724 0.14106 0.52984
C -1.42120 -0.34475 0.72758
C 1.60415 -1.65702 0.09608
C 0.89255 -0.65170 -0.39716
C -2.40000 0.69787 1.28269
H -2.47740 0.75290 2.36424
H -1.40794 -1.14602 1.47153
H 1.61507 0.51099 -3.63290
H -0.32484 -0.31264 -2.15387
H 2.67733 0.32546 -2.24309
H 2.20337 -2.29559 -0.54337
H 1.57190 1.45842 0.99529
H -1.72217 -0.72634 -0.24477
H 0.06316 1.71368 1.98555
H -3.35808 0.57366 0.78497
H 1.64955 -1.87414 1.15356
H -2.07333 1.71303 1.01312
```

Values from the calculation:
charge	0
structure (SMILES)	C=CC(=C)C(=C)CC
gap between HOMO and LUMO	10.17	eV
HOMO energy	-0.33629	Eh
LUMO energy	0.03755	hartree
2S+1	1

Arrangement ii

Formula: C8H12
Source: the Open Molecules 2025 dataset
Level of theory: ωB97M-V/def2-TZVPD

Geometry as XYZ:
```
20
C8H12 (ωB97M-V/def2-TZVPD)
C 1.97578 -1.52783 -0.26234
C 1.01489 1.20972 1.51270
C -1.91416 1.53980 -0.08745
C -0.32182 -0.50018 -1.27222
C 0.43441 0.56855 0.51315
C 0.64102 -0.81815 -0.15860
C -0.49678 1.09728 -0.48639
C -0.74727 -1.44145 -0.19690
H -2.13688 2.51146 -0.49059
H 2.13446 -1.97391 0.71676
H 1.65175 0.72930 2.21769
H -0.35672 -0.62372 -2.46114
H 2.88792 -0.84338 -0.39474
H 0.64949 2.15831 1.86104
H -2.71435 0.79527 -0.48939
H 1.99775 -2.32658 -1.00739
H -1.45748 -1.02792 0.57332
H 0.01867 1.78680 -1.12931
H -1.00686 -2.48971 -0.51039
H -2.02179 1.65329 1.00860
```

Values from the calculation:
charge	0
structure (SMILES)	C=C1[C@H](C)[C@@H]2C[C@]12C
gap between HOMO and LUMO	9.99	eV
HOMO energy	-0.32708	Eh
LUMO energy	0.03989	hartree
2S+1	1

arrangement i wins, 0.0468 hartree ahead of the next structure.

Arrangement i

Formula: C8H12
Source: the Open Molecules 2025 dataset
Level of theory: ωB97M-V/def2-TZVPD

Geometry as XYZ:
```
20
C8H12 (ωB97M-V/def2-TZVPD)
C -0.55980 -0.67951 1.20908
C 0.99748 -0.64271 1.14528
C 1.41690 0.17965 -0.07781
C -0.21633 1.19383 -1.86491
C 0.22478 1.03791 -0.45536
C -0.76304 0.68986 0.74843
C -1.10300 -1.65104 0.21523
C -0.31393 1.91696 0.64137
H -0.74251 -1.54030 -0.82421
H 1.32816 -1.64405 1.07785
H 2.20430 0.80346 0.12251
H 1.34528 -0.14164 2.06943
H 0.34728 0.41526 -2.45101
H -0.87778 -0.84703 2.19416
H -1.26365 0.96834 -2.00619
H -0.86954 -2.76123 0.45043
H 1.66079 -0.62100 -0.77891
H -0.10572 2.19367 -2.28022
H -2.25099 -1.75469 0.08860
H -0.45867 2.88428 0.77624
```

Values from the calculation:
charge	0
structure (SMILES)	C[C@H]1CC[C@]2(C)C=C12
gap between HOMO and LUMO	8.89	eV
HOMO energy	-0.29123	Eh
LUMO energy	0.03553	hartree
2S+1	1

Arrangement ii

Formula: C8H12
Source: the Open Molecules 2025 dataset
Level of theory: ωB97M-V/def2-TZVPD

Geometry as XYZ:
```
20
C8H12 (ωB97M-V/def2-TZVPD)
C -3.20571 1.40523 -2.06231
C 0.91393 -0.42730 0.00299
C -1.13739 0.42444 -1.03488
C 1.88782 -0.67719 1.08307
C -0.26274 0.19050 0.11121
C 2.12642 0.24273 2.01283
C 2.46716 -2.06107 1.16065
C -2.30538 1.04681 -0.91172
H 2.99220 -2.19395 2.10831
H 2.79670 0.09329 2.84564
H -2.58297 1.45534 0.05328
H 1.64821 1.21702 2.03251
H 3.28144 -2.16078 0.44476
H -0.71994 0.17052 -2.00649
H -2.70924 1.15185 -2.99882
H 1.25644 -0.74626 -0.98196
H -0.58828 0.48051 1.10504
H 1.76002 -2.86896 1.03566
H -3.50075 2.44928 -1.97720
H -4.11792 0.80799 -2.02256
```

Values from the calculation:
charge	0
structure (SMILES)	C=C(C)/C=C/C=C/C
gap between HOMO and LUMO	9.25	eV
HOMO energy	-0.30048	Eh
LUMO energy	0.03934	hartree
2S+1	1

Arrangement iii

Formula: C8H12
Source: the Open Molecules 2025 dataset
Level of theory: ωB97M-V/def2-TZVPD

Geometry as XYZ:
```
20
C8H12 (ωB97M-V/def2-TZVPD)
C -0.46649 -0.18653 -0.14106
C -0.44372 -1.08431 -1.14930
C -1.48598 -2.11418 -1.06489
C 0.43322 0.97844 0.03335
C 0.27540 2.01755 -0.78631
C 1.50841 0.84706 1.10211
C 1.27464 1.47714 2.47027
C -1.95189 -2.83605 -2.07607
H 2.42164 1.10906 0.53438
H 1.63234 0.78830 3.23741
H -1.61438 -2.56547 -3.07899
H 0.23667 1.76890 2.57446
H 0.26815 -1.09757 -1.96091
H 1.83659 2.39450 2.68634
H -1.28105 -0.27629 0.56669
H -0.59027 1.98811 -1.44951
H -1.84359 -2.31102 -0.05654
H -2.67113 -3.63567 -1.96092
H 0.81313 2.95608 -0.76452
H 1.64830 -0.21805 1.28402
```

Values from the calculation:
charge	0
structure (SMILES)	C=C/C=C/C(=C)CC
gap between HOMO and LUMO	9.77	eV
HOMO energy	-0.31896	Eh
LUMO energy	0.03998	hartree
2S+1	1

arrangement ii wins, 0.0251 hartree ahead of the next structure.